Entry from the Open Molecules 2025 dataset: a structure of composition C37H54CdN6O7P2 (ωB97M-V with the def2-TZVPD basis set).

Summary:
Energy relative to the best compared isomer or geometry (same formula, charge and spin), kJ/mol: 73.3
HOMO-LUMO gap, eV: 9.585
Max |F|, hartree/bohr: 0.012
HOMO level, eV: -13.960

Geometry as ORCA input:
```
! wB97M-V def2-TZVPD RIJCOSX def2/J DEFGRID3
* xyz 2 1
Cd 0.49681 0.61843 1.04293
C -0.35391 0.58007 4.16587
N 0.88237 0.88445 3.42763
C 1.86173 -0.20270 3.58259
C 2.97695 -0.12572 2.55288
C 4.16796 -0.80131 2.76233
C 5.16358 -0.72441 1.80401
C 4.94169 0.02986 0.65986
C 3.72238 0.65607 0.51574
N 2.75739 0.58995 1.44214
C 1.51337 2.13246 3.92633
C 0.91022 3.44893 3.49051
C 1.75188 4.45424 3.03156
C 1.20970 5.68580 2.70047
C -0.15732 5.87098 2.82419
C -0.92119 4.80876 3.28487
N -0.40411 3.62590 3.61675
C -1.26534 -0.38691 3.44828
C -2.13879 -1.18849 4.16812
C -3.04445 -1.98463 3.49148
C -3.06025 -1.96117 2.10353
C -2.15268 -1.15391 1.45959
N -1.26544 -0.38595 2.10876
H -0.13241 0.20954 5.17215
H -0.89884 1.51581 4.26808
H 2.29843 -0.18755 4.58610
H 1.34991 -1.16259 3.46168
H 4.31314 -1.36985 3.67340
H 6.10594 -1.23783 1.95197
H 5.69953 0.13249 -0.10508
H 3.50276 1.25330 -0.36113
H 1.53363 2.10735 5.02355
H 2.54755 2.12314 3.59134
H 2.81889 4.27977 2.94445
H 1.84699 6.49069 2.35474
H -0.61932 6.82138 2.58810
H -1.99569 4.90785 3.40698
H -2.11229 -1.17243 5.25165
H -3.73510 -2.61457 4.03780
H -3.76764 -2.55649 1.54035
H -2.14173 -1.07587 0.37872
C 3.93869 -2.14154 -2.22285
C 3.26496 -3.05080 -1.21770
C 3.74235 -4.48392 -1.30030
O 1.83344 -3.04153 -1.53679
P 0.69383 -2.59168 -0.55939
O 1.09493 -1.56902 0.44114
C -0.55982 -2.08261 -1.76808
P -0.52842 -0.31135 -2.17627
O 0.31453 0.51675 -1.27227
O -0.04457 -0.35140 -3.66309
C 0.48479 0.78386 -4.44204
C -0.33670 2.04410 -4.23495
C 1.95110 0.97588 -4.11382
O -2.00314 0.21792 -2.07176
C -3.26228 -0.24384 -2.68713
C -4.08108 -0.96472 -1.63566
C -3.07207 -1.06897 -3.94477
O 0.13119 -3.82070 0.23038
C -0.39546 -5.13521 -0.17079
C -0.28265 -5.43368 -1.65512
C -1.82355 -5.20446 0.32613
H 5.01794 -2.13803 -2.06096
H 3.55885 -1.12201 -2.13753
H 3.74199 -2.50689 -3.23309
H 3.38652 -2.66165 -0.20543
H 3.53360 -4.88583 -2.29417
H 3.24950 -5.11051 -0.55413
H 4.81896 -4.52896 -1.12987
H -1.54704 -2.35158 -1.39387
H -0.36232 -2.63510 -2.68510
H 0.38019 0.43907 -5.46679
H -0.28005 2.37118 -3.19372
H -1.38425 1.89252 -4.50081
H 0.06204 2.83591 -4.86961
H 2.06434 1.30372 -3.07799
H 2.37526 1.73215 -4.77512
H 2.50350 0.04539 -4.25640
H -3.76275 0.68840 -2.94077
H -3.66304 -1.95149 -1.40994
H -5.09338 -1.11549 -2.01399
H -4.14385 -0.36934 -0.72386
H -2.57493 -2.02020 -3.73293
H -2.49732 -0.54030 -4.70338
H -4.05641 -1.29063 -4.35868
H 0.21640 -5.84171 0.38560
H -0.99076 -4.83613 -2.23562
H -0.53108 -6.48294 -1.81457
H 0.72557 -5.26586 -2.03225
H -2.46105 -4.52373 -0.24781
H -1.87700 -4.93516 1.38201
H -2.20863 -6.21875 0.20475
N -4.80020 4.21849 -0.61673
C -3.98886 3.24218 -0.15106
O -4.40569 2.18512 0.29036
C -2.50346 3.49059 -0.22081
C -1.87212 4.44367 -1.00375
C -0.48591 4.49701 -1.00849
C 0.22088 3.58517 -0.25312
N -0.37414 2.66426 0.51714
C -1.71046 2.63684 0.53062
H -5.79392 4.08194 -0.54178
H -4.46793 5.13574 -0.85103
H -2.43233 5.13407 -1.62605
H 0.04051 5.23211 -1.60386
H 1.30361 3.59160 -0.24854
H -2.19719 1.90727 1.16295
*
```

Here are the Löwdin charges for atoms 1 to 99, given in e: 1.414 -0.127 -0.218 -0.138 -0.280 0.002 -0.025 -0.046 -0.122 0.012 -0.116 -0.279 -0.025 -0.053 -0.052 -0.126 0.105 -0.248 0.007 -0.017 -0.035 -0.124 0.026 0.138 0.115 0.139 0.136 0.129 0.124 0.118 0.112 0.145 0.111 0.118 0.117 0.112 0.115 0.129 0.125 0.117 0.078 -0.034 -0.416 -0.030 -0.186 0.459 -0.336 -0.198 0.456 -0.349 -0.177 -0.384 -0.036 -0.037 -0.186 -0.388 -0.038 -0.033 -0.167 -0.392 -0.038 -0.038 0.093 0.066 0.096 0.125 0.095 0.087 0.094 0.054 0.083 0.147 0.064 0.086 0.098 0.069 0.096 0.082 0.146 0.071 0.102 0.072 0.081 0.081 0.102 0.146 0.079 0.101 0.075 0.076 0.084 0.098 0.195 -0.488 0.058 -0.104 0.013 -0.035 -0.135

Entry from the Open Molecules 2025 dataset: a structure of composition C37H54N3OP2Pt in a non-equilibrium geometry (ωB97M-V with the def2-TZVPD basis set).

Summary:
Energy relative to the best compared isomer or geometry (same formula, charge and spin), kJ/mol: 0.0
HOMO-LUMO gap (alpha / beta), eV: 5.235 / 5.427
Max |F|, hartree/bohr: 0.114
⟨S²⟩: 6.035
HOMO level (alpha / beta), eV: -13.970 / -17.209

Geometry as ORCA input:
```
! wB97M-V def2-TZVPD RIJCOSX def2/J DEFGRID3
* xyz 3 5
C -2.93871 0.40379 1.39387
C -2.61559 -1.78470 0.56680
C -4.16041 0.04738 1.96946
C -3.84314 -2.19243 1.09460
C -4.61044 -1.25991 1.80364
H -4.72656 0.80646 2.49683
H -4.16645 -3.22373 0.94941
H -5.54852 -1.56255 2.25527
N -2.19733 -0.53275 0.80498
P -1.15813 2.11598 0.01565
P 0.12699 -2.48632 0.21003
C -2.39157 1.82717 1.37455
H -3.22384 2.54186 1.30009
H -1.87046 2.06210 2.31643
C -1.69570 -2.57913 -0.33128
H -2.03218 -3.61557 -0.42793
C 1.07874 -3.39258 -1.16272
C 0.28100 -3.41543 1.86427
C -2.25688 2.50317 -1.48396
C -0.24068 3.69421 0.57839
C 1.60029 -2.35058 -2.16596
H 2.21367 -1.58397 -1.67840
H 2.20352 -2.87059 -2.92608
H 0.77819 -1.83512 -2.67753
C 2.28951 -4.15985 -0.60618
H 3.01722 -3.50464 -0.10905
H 1.99526 -4.97198 0.07120
H 2.80593 -4.62805 -1.45958
C 0.18656 -4.39372 -1.91201
H 0.82893 -4.91405 -2.63959
H -0.24444 -5.15880 -1.25630
H -0.62008 -3.90806 -2.47332
C 1.72005 -3.31516 2.42330
H 2.11564 -2.29085 2.37062
H 1.69688 -3.60830 3.48623
H 2.41372 -3.99719 1.91812
C -0.65393 -2.77971 2.90908
H -0.45798 -1.70741 3.04246
H -1.70752 -2.92882 2.64674
H -0.46757 -3.27774 3.87492
C -0.11750 -4.89489 1.65492
H -0.58636 -5.10125 0.68400
H 0.75040 -5.55919 1.77205
H -0.84742 -5.18980 2.42426
C 0.54393 4.32216 -0.58501
H 1.18220 5.11764 -0.16628
H 1.20305 3.58907 -1.07296
H -0.10328 4.79518 -1.33486
C 0.78123 3.33216 1.66697
H 0.32606 2.82056 2.52296
H 1.60545 2.72855 1.26957
H 1.21966 4.26833 2.04798
C -1.20491 4.74099 1.17121
H -0.59628 5.50267 1.68027
H -1.79270 5.26417 0.41002
H -1.88920 4.31401 1.91508
C -3.31585 1.41521 -1.72106
H -3.98976 1.76804 -2.51959
H -2.84953 0.48821 -2.08260
H -3.91703 1.19611 -0.82949
C -1.34832 2.56651 -2.71980
H -0.82883 1.60834 -2.86122
H -1.97934 2.75723 -3.60038
H -0.61015 3.37680 -2.65649
C -2.99796 3.83283 -1.29645
H -3.57138 3.87077 -0.35997
H -2.33644 4.70472 -1.35860
H -3.72465 3.92890 -2.11603
Pt -0.16294 -0.05335 -0.02963
C 0.77461 0.18036 1.53761
O 1.32599 0.26094 2.56020
N -1.00315 -0.68493 -1.83589
C -1.67219 -1.76858 -1.74207
C -2.52634 -2.25642 -2.86909
C -2.25808 -1.72648 -4.13931
C -3.59160 -3.15822 -2.69427
C -2.99884 -2.15011 -5.24594
H -1.45106 -0.99507 -4.23309
C -4.33468 -3.57330 -3.79858
H -3.82456 -3.51513 -1.68957
C -4.03392 -3.07880 -5.07578
H -2.76971 -1.75996 -6.23785
H -5.14864 -4.28448 -3.64562
H -4.61158 -3.41842 -5.93272
C 5.98906 2.85740 -0.31031
C 4.77755 1.98049 -0.45583
C 4.62525 0.82187 0.30821
C 3.47094 0.05855 0.15550
N 2.48602 0.41224 -0.67751
C 2.63549 1.50180 -1.44054
C 3.76491 2.31752 -1.35666
H 5.99568 3.37272 0.65873
H 6.91521 2.27749 -0.38119
H 5.99657 3.61597 -1.09743
H 5.38011 0.50105 1.02802
H 3.34086 -0.87388 0.71612
H 1.83510 1.72787 -2.15318
H 3.83716 3.20607 -1.98649
*
```

Charges per atom according to Löwdin partitioning, unit e: -0.294 -0.292 0.033 0.022 0.021 0.140 0.136 0.137 0.008 1.055 1.141 -0.223 0.103 0.106 -0.255 0.115 -0.635 -0.633 -0.658 -0.641 -0.095 0.046 0.112 0.055 -0.069 0.087 0.077 0.112 -0.058 0.116 0.081 0.070 -0.069 0.064 0.113 0.071 -0.077 0.068 0.075 0.115 -0.047 0.059 0.100 0.104 -0.071 0.115 0.054 0.080 -0.092 0.080 0.069 0.113 -0.060 0.112 0.074 0.084 -0.067 0.112 0.047 0.085 -0.084 0.053 0.111 0.068 -0.064 0.090 0.078 0.110 1.133 -0.374 0.169 0.017 -0.386 -0.140 0.008 0.007 0.009 0.125 0.021 0.113 0.025 0.136 0.140 0.143 -0.016 -0.229 0.020 -0.141 -0.024 -0.140 0.006 0.105 0.103 0.090 0.138 0.107 0.108 0.134